A cluster of 12 separate species, C17H58N2O12 in total in a non-equilibrium geometry, computed with ωB97M-V/def2-TZVPD.

Positions of all 89 atoms, in Å:
O: 1.732 -3.951 -2.549
O: -2.818 -3.889 -3.142
O: 3.647 1.268 -0.316
O: -3.264 1.518 0.370
O: -0.867 0.413 3.259
O: 1.408 0.745 -4.366
O: -0.934 -4.001 1.726
O: -0.569 1.460 -0.254
O: 0.526 2.757 -2.276
O: -2.821 0.095 -3.101
O: 3.996 -2.447 1.036
O: -1.111 6.032 1.520
N: -2.163 4.445 0.101
N: -1.001 3.573 1.722
C: -1.588 -3.160 2.615
C: 0.027 0.228 -0.012
C: -1.438 4.698 1.137
C: 2.892 -1.646 1.390
C: 0.233 0.574 4.096
C: -4.288 -0.667 0.311
C: -1.457 0.316 -3.463
C: 0.400 -0.490 5.132
C: 0.251 4.061 -2.477
C: 3.622 2.042 0.886
C: 2.280 2.690 1.081
C: 1.798 -2.390 2.124
C: 1.980 -2.818 -1.706
C: -1.682 -2.651 -1.418
C: -3.679 0.417 1.162
C: 2.390 0.601 -3.341
C: -1.571 -3.612 -2.562
H: -0.979 -0.668 -3.617
H: 1.247 -2.761 -0.820
H: 0.207 -0.240 -1.003
H: 4.388 0.687 -0.263
H: -2.111 -2.355 2.073
H: -1.381 0.883 -4.379
H: -1.682 -1.607 -1.701
H: 0.115 4.616 -1.515
H: 1.136 0.800 3.549
H: 0.015 1.463 4.674
H: -1.339 1.255 3.225
H: 1.298 -0.102 -4.777
H: 3.041 -0.245 -3.610
H: -0.967 0.828 -2.654
H: -2.866 0.017 1.765
H: 0.839 2.288 -3.089
H: -4.179 -1.607 0.808
H: -0.690 4.167 -2.941
H: 2.139 -2.556 3.190
H: -0.056 1.959 -0.924
H: 1.371 -3.165 1.567
H: -0.582 -0.412 0.662
H: 1.341 -0.347 5.683
H: 1.894 -1.995 -2.396
H: 4.049 1.407 1.713
H: 0.974 -1.640 2.184
H: -2.277 -3.694 3.257
H: -0.738 2.752 1.224
H: 4.365 2.809 0.668
H: -1.064 -4.492 -2.202
H: -0.396 3.781 2.542
H: 2.979 1.520 -3.186
H: -3.691 -0.747 -0.591
H: -5.298 -0.379 -0.003
H: -4.367 0.793 1.921
H: -0.786 -4.853 2.195
H: 3.218 -0.808 1.982
H: -0.865 -2.851 -0.778
H: -2.372 5.192 -0.561
H: 0.533 -1.436 4.581
H: 2.075 3.118 0.144
H: -0.884 -2.689 3.310
H: -1.037 -3.150 -3.385
H: -0.369 -0.560 5.807
H: 2.371 3.596 1.712
H: -3.091 0.993 -2.820
H: -2.656 -4.271 -4.021
H: 1.874 0.385 -2.433
H: 3.035 -2.950 -1.392
H: 1.052 0.303 0.382
H: 1.048 4.553 -3.019
H: 2.515 -1.175 0.558
H: -2.518 -2.942 -0.755
H: -2.379 1.262 0.007
H: 4.674 -1.997 0.511
H: 1.523 1.940 1.338
H: 2.526 -4.392 -2.812
H: -2.158 3.511 -0.272

Its SMILES is NC(N)=O.CCO.CCO.CCO.CCO.CCO.CO.CO.CO.CO.CO.CO. The energy above the lowest of the compared OMol25 structures with the same formula, charge and spin is 0.678 eV. The calculation puts the HOMO energy at -0.325 Eh. The calculation puts the energy at -46114.204 eV. The HOMO-LUMO gap is 8.871 eV.

---

A structure of composition C34H53BN10O2PS2Se4SiY, computed with ωB97M-V/def2-TZVPD.

Positions of all 109 atoms, in Å:
Y: -0.611 -0.416 -1.172
Se: -0.728 -1.560 -3.904
Se: -2.881 -2.422 -1.015
Se: -2.894 -0.875 -4.368
Se: -4.085 -2.410 -3.035
S: 2.781 -2.990 -3.276
S: 2.315 -0.243 -1.303
P: 3.433 -1.294 -2.602
Si: -0.926 -0.771 2.300
O: 3.836 -0.334 -3.828
O: 4.907 -1.392 -1.907
N: 0.395 -2.858 -0.940
N: 0.178 1.918 -0.242
N: -0.138 -7.204 -2.924
N: -2.577 1.076 -1.415
N: -0.041 1.544 -3.027
N: -2.182 5.342 -2.959
N: -1.723 4.742 -1.840
N: -2.545 2.435 -1.489
N: -0.217 3.136 -0.694
N: -0.618 2.772 -3.090
C: -3.783 -0.496 2.159
C: 1.601 -5.347 -0.568
C: -2.903 0.538 4.225
C: -1.989 5.498 -0.750
C: 0.723 4.060 -0.411
C: 1.863 -0.515 3.036
C: -2.618 6.646 -1.170
C: 1.989 -4.260 0.179
C: -0.229 3.417 -4.208
C: -3.860 0.749 -1.258
C: 0.158 -6.280 -2.306
C: 4.315 0.993 -3.581
C: 5.033 -2.114 -0.678
C: 0.010 -3.913 -1.664
C: 1.749 3.448 0.268
C: 0.629 2.590 -4.897
C: 5.733 -3.439 -0.909
C: 0.089 -3.406 3.177
C: 1.353 2.109 0.336
C: 0.589 -5.168 -1.507
C: -3.792 2.929 -1.394
C: 0.488 -0.042 3.536
C: 1.358 -3.043 -0.042
C: -2.075 -3.412 2.059
C: 0.708 1.432 -4.111
C: 0.409 -0.414 5.026
C: -2.580 0.253 2.751
C: -1.222 -2.615 3.049
C: -1.915 -2.710 4.416
C: -2.710 6.489 -2.565
C: -2.544 1.617 2.041
C: 4.375 1.717 -4.906
C: 0.481 1.495 3.526
C: -4.668 1.882 -1.240
B: -1.286 3.261 -1.805
H: -0.607 4.400 -4.424
H: -4.676 0.144 2.209
H: 1.881 1.289 0.784
H: -3.047 -2.958 1.869
H: -3.133 7.159 -3.297
H: -3.627 -0.766 1.113
H: 3.372 1.850 -5.314
H: 2.013 -0.327 1.970
H: 4.827 2.702 -4.769
H: -0.541 -0.119 5.474
H: -0.766 -3.741 -2.395
H: -1.388 -2.162 5.199
H: 4.975 1.154 -5.622
H: -1.961 -3.766 4.725
H: -4.140 -0.286 -1.169
H: -3.531 2.096 2.111
H: -2.988 -0.367 4.826
H: 1.105 2.780 -5.844
H: 5.140 -4.052 -1.586
H: -0.310 1.889 4.165
H: 2.001 -1.588 3.186
H: 5.600 -1.478 0.006
H: 1.434 1.875 3.925
H: -2.941 -2.346 4.383
H: 0.719 -3.076 4.001
H: 2.667 -0.002 3.585
H: -2.164 1.187 4.696
H: -1.817 2.299 2.483
H: 0.603 5.082 -0.728
H: 5.858 -3.971 0.039
H: 2.062 -6.318 -0.444
H: -4.011 -1.414 2.702
H: -0.148 -4.466 3.356
H: 6.719 -3.280 -1.351
H: 5.304 0.927 -3.118
H: -1.737 5.150 0.239
H: -2.252 -4.427 2.446
H: 2.762 -4.333 0.932
H: -5.739 1.923 -1.139
H: 1.205 0.116 5.573
H: 1.255 0.523 -4.297
H: 1.652 -2.167 0.524
H: 0.682 -3.364 2.264
H: -3.977 3.987 -1.464
H: -3.870 1.062 4.285
H: -2.961 7.466 -0.562
H: 4.046 -2.272 -0.235
H: 2.649 3.893 0.655
H: 0.338 1.923 2.541
H: -1.575 -3.516 1.093
H: 0.548 -1.476 5.217
H: 3.638 1.495 -2.886
H: -2.303 1.520 0.983

The energy above the lowest of the compared OMol25 structures with the same formula, charge and spin is 0.000 eV. The calculation puts the HOMO energy at -0.062 Eh. The calculation puts the energy at -357068.205 eV. The HOMO-LUMO gap is 5.801 eV. As for the total charge: -2.

---

A structure of composition C22H20Cl5GeNReSbSe4 in a non-equilibrium geometry, computed with ωB97M-V/def2-TZVPD.

Positions of all 55 atoms, in Å:
Re: -0.223 -0.949 0.273
Sb: 0.716 -3.889 1.880
Se: 2.010 -4.312 3.965
Se: -1.139 -2.315 2.397
Se: 0.064 -5.865 0.683
Se: 1.957 -2.279 0.409
Ge: -0.174 -0.627 -3.239
Cl: -5.707 1.551 0.979
Cl: -4.785 -3.283 -1.311
Cl: -2.611 1.999 1.211
Cl: -6.830 -1.086 -0.285
Cl: -1.657 -2.727 -0.918
N: 0.770 0.625 1.157
C: 0.140 0.586 4.848
C: 2.436 1.164 -0.633
C: 2.538 3.774 0.297
C: -2.335 -0.465 0.173
C: 0.980 0.675 2.582
C: 2.502 0.586 4.478
C: 3.310 3.422 -0.805
C: -0.076 0.656 3.477
C: 1.428 0.548 5.363
C: 0.835 -2.266 -3.482
C: 2.281 0.645 3.106
C: 1.726 2.838 0.919
C: 3.252 2.112 -1.257
C: 0.605 0.811 -4.305
C: -0.098 0.021 -1.385
C: -4.616 0.320 0.450
C: -5.126 -0.848 -0.119
C: -2.006 -0.868 -3.863
C: -2.897 -1.583 -0.413
C: -3.230 0.499 0.583
C: 1.642 1.510 0.466
C: -4.242 -1.827 -0.573
H: 0.741 0.503 -5.352
H: -2.320 -1.909 -3.750
H: -0.057 1.684 -4.280
H: 1.120 3.127 1.771
H: -0.713 0.548 5.517
H: -2.049 -0.599 -4.926
H: -2.703 -0.227 -3.313
H: 1.595 0.473 6.435
H: 3.946 4.152 -1.294
H: 2.438 0.149 -0.991
H: 1.139 -2.676 -2.515
H: 3.119 0.642 2.418
H: 2.560 4.793 0.671
H: 0.230 -3.014 -4.004
H: 1.576 1.103 -3.894
H: 3.521 0.555 4.857
H: -1.079 0.692 3.086
H: 1.737 -2.065 -4.073
H: -0.103 1.111 -1.369
H: 3.859 1.806 -2.103

The spin multiplicity is 4. The calculation puts the HOMO energy (alpha / beta) at -0.169 / -0.181 Eh. The calculation puts the energy at -413812.056 eV. The HOMO-LUMO gap (alpha / beta) is 6.514 / 4.920 eV. As for the total charge: -1.

---

A structure of composition C7H34O10 in a non-equilibrium geometry, computed with ωB97M-V/def2-TZVPD.

Positions of all 51 atoms, in Å:
O: 2.939 1.732 1.084
O: 2.108 -3.678 -1.937
O: -0.776 -0.715 0.956
O: 0.649 0.325 -2.985
O: -2.338 0.226 0.796
O: 1.331 -3.018 1.696
O: -0.824 2.136 0.370
O: 0.220 2.383 -1.737
O: -0.188 -1.513 2.738
O: -3.536 -1.382 2.396
C: -0.684 3.436 -1.564
C: 1.550 -2.403 -2.027
C: 0.032 2.916 1.202
C: 2.126 0.803 0.328
C: 1.100 -3.207 0.333
C: -0.262 -0.679 -0.270
C: -3.158 0.843 -0.199
H: 2.687 1.684 2.009
H: 1.278 1.335 -0.102
H: 0.563 -2.379 -0.131
H: -3.262 -1.692 3.259
H: -0.311 0.362 -0.591
H: 0.775 0.539 -2.061
H: 0.800 -0.922 -0.302
H: -0.918 1.259 0.748
H: -2.504 0.610 1.660
H: 1.039 2.588 0.944
H: -0.030 3.989 1.021
H: -3.159 1.929 -0.114
H: -0.281 -0.911 2.000
H: -2.769 -0.928 2.049
H: 2.151 -2.005 -2.844
H: 1.852 -0.113 0.852
H: 0.637 -4.192 0.274
H: 2.728 0.510 -0.533
H: 1.043 1.058 -3.458
H: 0.148 1.879 -0.923
H: -0.443 3.896 -0.606
H: -0.946 -1.239 -0.908
H: -1.708 3.064 -1.565
H: 1.767 -1.914 -1.077
H: -1.708 -0.502 0.874
H: -0.096 2.684 2.259
H: 3.058 -3.550 -1.891
H: -2.734 0.561 -1.162
H: -4.193 0.522 -0.081
H: 2.017 -2.353 1.787
H: -0.577 4.138 -2.391
H: 0.513 -2.558 -2.324
H: 0.255 -2.277 2.370
H: 2.037 -3.278 -0.220

The energy above the lowest of the compared OMol25 structures with the same formula, charge and spin is 16.344 eV. The calculation puts the HOMO energy at -0.312 Eh. The calculation puts the energy at -28271.011 eV. The HOMO-LUMO gap is 8.693 eV.

---

> Which value of energy does entry 2 give?

-357068.205 eV

---

> The lowest energy belongs to which entry?

C22H20Cl5GeNReSbSe4

---

> The lowest energy belongs to which entry?

C22H20Cl5GeNReSbSe4